{"formula": "C8H8N4O4", "method": "ωB97M-V with the def2-TZVPD basis set", "species": ["O", "C", "C", "C", "N", "C", "O", "N", "H", "H", "H", "H", "O", "C", "C", "C", "N", "C", "O", "N", "H", "H", "H", "H"], "coordinates": [[2.1428, 0.7020, -0.6072], [1.7914, -0.2607, -1.3350], [1.9730, -1.5813, -0.9739], [1.2903, -2.5604, -1.6480], [0.4023, -2.2228, -2.6229], [0.0466, -0.8652, -3.0040], [-0.8400, -0.6563, -3.8171], [0.9219, -0.0298, -2.4654], [2.4465, -1.8755, -0.0852], [1.2173, -3.5148, -1.0908], [-0.0581, -3.0884, -3.1193], [0.6696, 1.0254, -2.4999], [-0.9006, -1.4283, 2.6476], [-0.8786, -0.2816, 2.1940], [0.1179, 0.5927, 1.6853], [0.0510, 1.9341, 1.4088], [-1.2378, 2.5203, 1.4533], [-2.2896, 1.8618, 2.0903], [-3.1718, 2.4727, 2.6886], [-1.9970, 0.4970, 2.3500], [1.2553, 0.4244, 1.4025], [0.9794, 2.5073, 1.0209], [-1.2487, 3.6058, 1.2659], [-2.6832, 0.2216, 3.0616]], "relative_energy_kcal_mol": 75.0, "homo_lumo_gap_ev": 9.2037, "total_energy_ev": -22575.680, "fmax_ha_per_bohr": 0.1364, "smiles": "O=c1cc[nH]c(=O)[nH]1.O=c1cc[nH]c(=O)[nH]1"}

{"formula": "C21H27N2Si", "method": "ωB97M-V with the def2-TZVPD basis set", "species": ["C", "C", "C", "C", "C", "C", "C", "C", "C", "C", "C", "C", "C", "C", "C", "H", "H", "H", "H", "H", "H", "H", "H", "H", "H", "H", "H", "H", "H", "H", "C", "Si", "C", "C", "N", "C", "N", "C", "C", "H", "H", "H", "H", "H", "H", "H", "H", "H", "H", "H", "H"], "coordinates": [[1.0741, 5.9739, 2.3706], [1.1893, 4.4980, 2.1568], [2.4327, 3.9631, 1.7859], [2.5917, 2.6019, 1.6188], [1.5006, 1.7023, 1.8155], [1.7460, 0.3172, 1.6466], [1.0576, -0.7732, 2.2173], [1.4792, -2.0848, 1.8399], [0.7696, -3.2008, 2.2278], [-0.3991, -3.0741, 2.9952], [-1.1823, -4.3055, 3.3158], [-0.7708, -1.8056, 3.4673], [-0.0348, -0.6762, 3.1377], [0.2228, 2.2695, 2.0964], [0.0874, 3.6389, 2.2810], [0.1211, 6.2341, 2.8348], [1.8857, 6.3402, 3.0113], [1.1522, 6.5154, 1.4202], [3.2788, 4.6390, 1.6428], [3.5623, 2.1727, 1.3567], [2.6122, 0.0574, 1.0380], [2.3683, -2.1690, 1.2116], [1.1028, -4.1965, 1.9280], [-2.1689, -4.0584, 3.7124], [-1.3102, -4.9245, 2.4195], [-0.6595, -4.9236, 4.0563], [-1.6534, -1.7158, 4.1073], [-0.2839, 0.2890, 3.5772], [-0.6525, 1.6204, 2.1320], [-0.8907, 4.0597, 2.5285], [-3.1584, -0.9874, -3.1345], [-1.5113, -1.3211, -3.9200], [-0.9993, -3.1030, -3.9023], [-1.3343, -0.5303, -5.5868], [-0.3148, -0.4958, -2.8006], [-0.1286, -0.7775, -1.4532], [0.7754, 0.0191, -0.9006], [1.1977, 0.8775, -1.8976], [0.5498, 0.5718, -3.0776], [-3.9432, -1.4824, -3.7233], [-3.2104, -1.3674, -2.1048], [-3.3772, 0.0896, -3.1122], [-1.6997, -3.6792, -4.5232], [0.0102, -3.2327, -4.3175], [-1.0097, -3.5277, -2.8889], [-2.0484, -1.0142, -6.2697], [-1.5660, 0.5436, -5.5650], [-0.3272, -0.6621, -6.0059], [-0.6915, -1.5732, -0.9803], [1.9248, 1.6539, -1.7256], [0.6339, 1.0140, -4.0590]], "relative_energy_kcal_mol": 0.0, "charge": 1, "homo_lumo_gap_ev": 6.2879, "total_energy_ev": -33068.343, "fmax_ha_per_bohr": 0.0320}

{"formula": "C54H68N4O32S3", "method": "ωB97M-V with the def2-TZVPD basis set", "species": ["C", "C", "O", "S", "O", "O", "O", "H", "H", "H", "H", "C", "C", "O", "S", "O", "O", "O", "H", "H", "H", "H", "C", "C", "O", "S", "O", "O", "O", "H", "H", "H", "H", "C", "C", "C", "C", "C", "C", "N", "O", "O", "H", "H", "H", "H", "H", "C", "C", "C", "C", "C", "C", "N", "O", "O", "H", "H", "H", "H", "H", "C", "C", "C", "C", "C", "C", "N", "O", "O", "H", "H", "H", "H", "H", "C", "C", "C", "C", "C", "C", "N", "O", "O", "H", "H", "H", "H", "H", "O", "C", "O", "C", "C", "C", "H", "H", "H", "H", "H", "H", "O", "C", "O", "C", "C", "C", "H", "H", "H", "H", "H", "H", "O", "C", "O", "C", "C", "C", "H", "H", "H", "H", "H", "H", "O", "C", "O", "C", "C", "C", "H", "H", "H", "H", "H", "H", "O", "C", "O", "C", "C", "C", "H", "H", "H", "H", "H", "H", "O", "C", "O", "C", "C", "C", "H", "H", "H", "H", "H", "H"], "coordinates": [[2.1612, -7.0381, 3.8249], [1.9079, -6.3117, 5.1477], [0.8987, -5.3687, 4.7815], [1.1353, -4.7905, 3.3127], [1.9330, -3.6274, 3.4061], [-0.1108, -4.7502, 2.6567], [2.0190, -6.0380, 2.8212], [1.3830, -7.7829, 3.6654], [3.1604, -7.4642, 3.8318], [2.7671, -5.7558, 5.5193], [1.4866, -7.0199, 5.8535], [4.8254, -1.5631, 1.9899], [4.7295, -1.9106, 3.4783], [6.0923, -2.0969, 3.9277], [6.9579, -1.0378, 3.1100], [8.3058, -1.4322, 3.0607], [6.6007, 0.2704, 3.5253], [6.2656, -1.3870, 1.7314], [4.3857, -0.6223, 1.6648], [4.5721, -2.3206, 1.2552], [4.2334, -2.8580, 3.6608], [4.2731, -1.1370, 4.0883], [2.0025, 6.9925, 0.1747], [2.1797, 6.3387, 1.5489], [1.3587, 5.1471, 1.5309], [0.5279, 4.9672, 0.1919], [-0.8261, 5.3041, 0.4651], [0.8056, 3.6834, -0.3359], [1.2542, 6.0781, -0.6487], [2.9122, 7.1551, -0.4016], [1.5262, 7.9713, 0.2228], [1.7086, 6.9365, 2.3259], [3.2012, 6.0707, 1.7971], [-1.4688, 2.6527, -4.2528], [-1.2656, 3.3457, -5.4261], [-0.1309, 4.1082, -5.6774], [0.8815, 4.0512, -4.7444], [0.7516, 3.2994, -3.5917], [-0.4216, 2.6025, -3.3341], [2.0097, 4.9957, -4.8187], [2.1022, 5.6771, -5.8189], [2.7462, 5.0878, -3.8531], [-2.4194, 2.1905, -4.0189], [-2.0552, 3.3328, -6.1696], [-0.0454, 4.5367, -6.6639], [1.5430, 3.2181, -2.8628], [-0.5105, 2.1927, -2.3351], [-2.0227, 0.2066, -0.7871], [-1.3598, 1.1020, 0.0472], [-0.2034, 0.7602, 0.7276], [0.2430, -0.5282, 0.5366], [-0.3556, -1.4225, -0.3274], [-1.5538, -1.1080, -0.9416], [1.3869, -0.9945, 1.3229], [1.6070, -0.4054, 2.3659], [1.9407, -2.0210, 0.9780], [-2.8123, 0.5971, -1.4174], [-1.7136, 2.1260, 0.0474], [0.2092, 1.4322, 1.4675], [-0.0572, -2.4627, -0.2946], [-2.1370, -1.7613, -1.5736], [-3.6619, -5.1580, 0.7565], [-3.5886, -4.1587, -0.2020], [-3.4693, -4.4992, -1.5460], [-3.4083, -5.8204, -1.9101], [-3.4508, -6.8343, -0.9586], [-3.6445, -6.4853, 0.3653], [-3.0961, -6.1534, -3.3008], [-2.8123, -5.2418, -4.0477], [-3.1160, -7.3249, -3.6219], [-3.8648, -4.8829, 1.7838], [-3.5580, -3.1148, 0.0777], [-3.4417, -3.6674, -2.2361], [-3.5672, -7.8482, -1.3165], [-3.7959, -7.3263, 1.0305], [-5.0506, 4.4313, -1.0407], [-5.8338, 4.9253, -2.0851], [-5.2529, 5.3489, -3.2671], [-3.8762, 5.3212, -3.4152], [-3.0744, 4.9656, -2.3377], [-3.6708, 4.5178, -1.1795], [-3.2573, 5.7666, -4.6667], [-3.9633, 5.8342, -5.6574], [-2.0702, 6.0328, -4.6360], [-5.4910, 4.0353, -0.1358], [-6.8952, 4.7055, -2.1230], [-5.8560, 5.6063, -4.1279], [-1.9979, 4.9555, -2.4372], [-3.0578, 4.1233, -0.3765], [-5.6354, 3.3409, 2.3676], [-4.4860, 3.4698, 2.6731], [-3.5045, 2.7529, 2.0989], [-2.2006, 3.0617, 2.6749], [-2.4930, 3.8548, 3.9649], [-3.9417, 4.2880, 3.8485], [-1.7107, 3.6788, 1.9288], [-1.7302, 2.0950, 2.8209], [-1.7827, 4.6867, 3.9528], [-2.1584, 3.2905, 4.8358], [-4.0308, 5.3536, 3.6504], [-4.6221, 4.0058, 4.6498], [0.4206, 1.3394, 4.9598], [1.4228, 1.8174, 4.5166], [1.3997, 2.7288, 3.5223], [2.7188, 3.1226, 3.1122], [3.7058, 2.4280, 4.0857], [2.8408, 1.5011, 4.9345], [2.8365, 4.1884, 3.2482], [2.8428, 2.7489, 2.0989], [4.2047, 3.2122, 4.6621], [4.5527, 1.9514, 3.5923], [2.9210, 1.5486, 6.0167], [3.0647, 0.4738, 4.6475], [1.3103, -3.5704, -3.3883], [2.1575, -3.9177, -2.6215], [3.4825, -3.8150, -2.9133], [4.3248, -4.2826, -1.8708], [3.4032, -4.9430, -0.8226], [2.0136, -4.4512, -1.2247], [4.8658, -3.4604, -1.4030], [5.0102, -5.0425, -2.2360], [3.5718, -4.6474, 0.2162], [3.4639, -6.0299, -0.7648], [1.6459, -3.7200, -0.5060], [1.2319, -5.2134, -1.1804], [4.8645, 1.3247, -4.2527], [4.1929, 0.7792, -3.4316], [3.3037, 1.4578, -2.6545], [2.7573, 0.5807, -1.6592], [3.7155, -0.5944, -1.5079], [4.3350, -0.6402, -2.9099], [1.7220, 0.3129, -1.9003], [2.6380, 1.2246, -0.7804], [3.1588, -1.4957, -1.2639], [4.4982, -0.3594, -0.7872], [3.7531, -1.2649, -3.5965], [5.3603, -0.9912, -2.9618], [-4.7136, -1.1615, -4.1941], [-3.5663, -1.2167, -4.5269], [-2.6156, -0.4690, -3.9255], [-1.2915, -0.7566, -4.4242], [-1.4518, -2.1488, -5.0709], [-2.9151, -2.1395, -5.5198], [-0.5912, -0.8063, -3.5925], [-0.9713, 0.0034, -5.1339], [-1.1979, -2.9996, -4.4465], [-0.8373, -2.1666, -5.9722], [-3.4036, -3.1100, -5.4943], [-3.0380, -1.7406, -6.5286], [-4.4674, -2.6531, 5.7695], [-3.7235, -2.2506, 4.9246], [-3.9239, -1.0675, 4.3025], [-2.8727, -0.7734, 3.3532], [-1.8421, -1.9093, 3.4494], [-2.5253, -2.9496, 4.3209], [-2.5524, 0.2157, 3.6982], [-3.2452, -0.5720, 2.3467], [-0.8639, -1.5820, 3.7987], [-1.6852, -2.2502, 2.4234], [-1.9137, -3.3642, 5.1190], [-2.9055, -3.7798, 3.7250]], "homo_lumo_gap_ev": 8.3064, "total_energy_ev": -161074.615, "fmax_ha_per_bohr": 0.0342}

{"formula": "C5H14", "method": "ωB97M-V with the def2-TZVPD basis set", "species": ["C", "C", "C", "H", "H", "H", "H", "H", "H", "H", "H", "C", "C", "H", "H", "H", "H", "H", "H"], "coordinates": [[-0.9185, -0.9581, -2.4528], [-0.2164, -0.9705, -1.1044], [0.0998, -2.4378, -0.7211], [-0.5439, -1.7790, -3.0830], [-1.9699, -1.2621, -2.4469], [-0.8796, -0.0331, -3.0311], [-0.9366, -0.6694, -0.3398], [0.6682, -0.3420, -1.1235], [1.1511, -2.7499, -0.7772], [-0.3124, -3.1967, -1.3898], [-0.1900, -2.6488, 0.3039], [0.4836, 1.7311, 2.7018], [0.5372, 2.5762, 1.4378], [1.3759, 1.1097, 2.8479], [0.3930, 2.4103, 3.5472], [-0.2676, 0.9544, 2.8495], [0.3344, 1.9329, 0.5766], [1.4859, 3.0801, 1.2797], [-0.2675, 3.3112, 1.5055]], "relative_energy_kcal_mol": 13.8, "homo_lumo_gap_ev": 12.3869, "total_energy_ev": -5411.449, "fmax_ha_per_bohr": 0.0305, "smiles": "CCC.CC"}

Question: What is the formula in the fourth record?
Answer: C5H14

Question: What is the formula in the fourth record?
Answer: C5H14